(1)
50
Properties=species:S:1:pos:R:3:forces:R:3 method="wB97M-V/def2-TZVPD" max_force_ev_per_a=2.563 lumo_energy_ev=-1.60 total_energy_ha=-2472.5965 gap_ev=4.900
C 3.8010 1.4880 2.2687 0.213 -0.336 0.174
C 4.9691 1.1650 1.3696 1.973 1.481 -0.236
O 5.9295 1.9134 1.3097 -1.556 -1.496 0.107
O 4.9679 -0.0019 0.6370 -0.080 0.576 0.105
C 3.8809 -0.1034 -0.2821 -0.312 -0.717 0.549
C 2.9339 -1.1782 0.2535 0.740 0.652 -1.018
N 1.7852 -1.4366 -0.6235 -1.059 -0.638 -0.739
C 0.7564 -2.2298 0.0981 1.188 -0.478 -0.161
C -0.4571 -1.2607 0.3075 1.765 -0.919 1.615
P -1.7666 -1.7135 -0.9636 -0.796 -0.553 -1.487
O -1.2659 -2.7691 -1.8816 0.872 -0.422 0.019
P -0.9141 -1.3774 2.1081 -2.290 0.232 0.289
O -0.2956 -2.7528 2.6708 0.787 0.480 -0.436
O -0.1001 -0.1952 2.8349 0.399 -0.180 -0.281
S -2.7858 -1.3085 2.4911 0.168 0.192 -0.061
N 0.2065 0.0304 -0.0302 -1.320 1.208 -0.914
P -0.7630 1.4903 -0.4926 -0.779 0.850 -1.471
C -2.2790 1.5975 0.4729 0.606 -0.201 1.215
C 0.2599 2.8813 0.1541 -0.085 -0.913 0.726
C 1.1271 -0.2697 -0.9626 0.134 -0.597 1.498
N 1.4025 0.4461 -2.0483 0.810 0.640 -0.136
H 3.2669 0.6125 2.6163 -0.183 -0.172 -0.129
H 4.2176 1.9662 3.1432 0.134 0.203 0.178
H 3.1305 2.2083 1.8184 -0.205 0.066 -0.273
H 3.3852 0.8568 -0.3822 0.003 0.194 -0.155
H 4.2699 -0.4400 -1.2325 0.201 0.240 -0.321
H 2.6208 -0.8465 1.2431 -0.311 -0.245 0.208
H 3.5233 -2.0819 0.3035 -0.016 -0.344 0.336
H 1.2643 -2.5694 0.9925 -0.457 0.087 0.490
H 0.5306 -3.1387 -0.4457 -0.516 0.143 -0.417
H -2.1103 -0.5103 -1.6862 -0.410 0.636 0.825
H -2.8428 -2.2124 -0.2210 0.053 0.469 0.404
H -0.0882 -2.5861 3.5977 0.019 -0.363 0.311
H 0.7035 0.0279 2.3469 0.167 0.179 0.049
H -2.1236 1.6335 1.5474 0.082 -0.028 0.247
H -2.7384 2.5353 0.1787 0.005 0.176 -0.385
H -2.9831 0.8260 0.1912 -0.100 -0.129 -0.353
H 0.5578 2.7526 1.1930 0.135 0.013 0.167
H 1.1334 3.0348 -0.4665 0.201 0.197 -0.131
H -0.3802 3.7526 0.1232 -0.114 0.267 -0.233
H 1.6529 1.4145 -2.0109 -0.707 0.394 -0.059
H 1.3972 0.0254 -2.9612 0.556 -0.530 0.051
C -5.6419 0.0044 -2.7472 -0.118 -0.422 -0.046
C -4.2937 -0.4160 -2.1452 -0.601 -0.001 -0.266
O -3.5109 0.6522 -1.8201 0.526 -0.566 0.023
H -5.4952 0.5788 -3.6629 0.088 0.082 0.042
H -6.2507 -0.8756 -2.9986 0.047 0.068 0.023
H -6.2115 0.6103 -2.0407 0.090 0.078 0.031
H -3.8350 -1.1295 -2.8798 0.071 0.191 -0.018
H -4.5414 -1.1010 -1.2856 -0.017 0.258 0.045

---

(2)
54
Properties=species:S:1:pos:R:3:forces:R:3 method="wB97M-V/def2-TZVPD" max_force_ev_per_a=4.385 lumo_energy_ev=0.33 total_energy_ha=-1207.3182 de_lowest_kcal_mol=18.5 gap_ev=10.223
C 3.2948 -0.0552 -0.6701 -3.640 -2.395 0.489
C 2.3553 1.0100 -0.0907 0.582 0.961 -0.876
N 1.0097 0.5048 0.1187 -0.487 0.474 -1.940
C 0.0977 0.4339 -0.8793 1.175 0.303 0.065
O 0.3937 0.8945 -2.0120 -0.300 -0.591 0.637
C -1.2749 -0.1561 -0.6032 -0.489 0.135 -0.186
C -1.9848 0.6947 0.4418 -0.784 0.097 0.342
C -2.1067 -0.1932 -1.8887 0.474 0.938 -0.561
H 2.9558 -0.3063 -1.7109 0.419 0.122 0.925
H 3.2571 -0.9996 -0.0238 -0.114 1.221 -1.061
H 4.2526 0.2599 -0.6654 3.219 1.265 -0.247
H 2.7281 1.3969 0.8765 -0.228 -0.218 -0.426
H 2.3100 1.8749 -0.8193 -0.007 -0.877 0.997
H 0.8426 0.1452 1.0146 -0.677 -0.687 1.133
H -1.1743 -1.1787 -0.2127 0.130 0.321 -0.107
H -1.5391 0.6303 1.4170 0.542 0.192 0.297
H -3.0076 0.3743 0.6412 -0.071 -0.445 -0.373
H -2.1008 1.7345 0.1433 0.377 0.094 -0.119
H -1.6906 -0.8710 -2.6184 0.265 0.056 -0.294
H -2.2057 0.8202 -2.3663 0.255 -0.909 0.489
H -3.0965 -0.5555 -1.7267 -0.798 -0.206 0.567
O 2.1397 -2.5554 1.0655 0.263 -0.957 -0.886
H 1.3253 -2.9611 0.7018 0.467 0.357 0.400
H 1.8812 -1.9155 1.7206 -0.343 0.418 0.493
O 1.6234 -0.8041 3.0379 -0.466 1.381 0.011
H 1.3655 0.1802 3.0752 0.370 -0.975 0.028
H 2.4094 -0.9224 3.5641 0.389 0.014 0.285
O -1.0478 -0.6672 3.4062 -2.007 0.077 -0.429
H -1.5319 -1.2606 2.7665 0.339 0.566 0.520
H -0.1962 -1.0603 3.4490 1.467 -0.660 0.245
O -1.9228 4.1957 -1.0130 0.301 0.042 -0.204
H -2.5697 3.6674 -1.4769 -0.416 -0.132 -0.069
H -1.0807 4.0315 -1.5115 -0.074 0.162 0.187
O 0.3943 1.5804 3.0756 -0.254 -0.753 0.805
H 0.1418 2.0650 2.2894 -0.235 0.482 -0.527
H -0.3874 1.0130 3.3188 0.548 0.439 -0.317
O -0.5676 -3.3687 -2.4249 1.441 1.729 -0.568
H -1.4862 -3.3212 -2.6732 -0.502 -0.040 -0.081
H -0.1391 -2.5123 -2.8584 -0.793 -1.712 0.655
O 0.5993 3.5354 -1.5756 0.080 1.144 -1.097
H 0.5845 3.4781 -0.6184 0.095 -0.453 0.506
H 0.5818 2.6510 -1.9565 0.106 -0.449 0.191
O -0.1451 -3.6849 0.1918 0.141 -0.867 -0.957
H 0.0570 -4.6429 0.2499 -0.230 0.831 0.025
H -0.1958 -3.4953 -0.8009 -0.297 -0.272 0.562
O 0.3518 -1.2025 -3.6935 1.289 -0.229 -0.818
H 1.2421 -1.2167 -4.1055 -0.795 -0.356 0.178
H 0.3952 -0.3718 -3.1953 -0.378 0.556 0.503
O -0.2704 3.4901 0.9621 -0.303 -0.101 0.051
H 0.0239 4.3019 1.3851 -0.210 0.123 0.020
H -1.0770 3.7007 0.4102 0.506 0.083 0.510
O -2.0381 -2.4322 1.6433 2.046 1.985 -2.220
H -2.4716 -3.0810 2.1098 -1.522 -2.424 1.585
H -1.3049 -2.8729 1.1151 -0.868 0.143 0.664

---

(3)
12
Properties=species:S:1:pos:R:3:forces:R:3 method="wB97M-V/def2-TZVPD" max_force_ev_per_a=3.078 lumo_energy_ev=0.94 total_energy_ha=-248.3590 de_lowest_kcal_mol=105.1 gap_ev=11.225
C 2.1885 0.9877 0.5183 0.404 -1.509 -0.933
N 2.6735 -0.0266 0.2198 -0.234 0.282 0.922
O 3.0815 -1.1247 0.0064 -0.042 -0.120 -0.545
H 2.2981 1.8700 1.0433 -0.113 1.386 0.560
C -0.8106 -0.7330 -0.2475 2.112 -0.289 0.105
C -1.8702 0.3793 -0.2546 2.644 0.418 -1.519
H -0.0365 -0.7034 -1.0996 -1.383 -0.157 1.211
H -1.1607 -1.7296 -0.0522 -0.793 -0.690 -1.079
H -0.2201 -0.7196 0.6868 0.169 0.796 -0.312
H -2.7447 -0.0530 0.1334 -1.368 0.134 0.734
H -2.0358 0.6962 -1.3435 0.063 -0.038 1.777
H -1.3629 1.1567 0.3894 -1.457 -0.212 -0.922

---

(4)
12
Properties=species:S:1:pos:R:3:forces:R:3 method="wB97M-V/def2-TZVPD" max_force_ev_per_a=0.744 lumo_energy_ev=0.33 total_energy_ha=-302.5775 de_lowest_kcal_mol=72.5 gap_ev=7.965
C 1.8108 0.4982 0.3651 0.190 0.443 -0.212
N 0.6910 1.0955 0.1012 0.156 -0.140 0.126
C -0.3488 0.3607 -0.3403 -0.069 0.067 0.008
N -0.2135 -1.0680 0.0051 0.020 -0.183 0.005
C -1.7005 0.7748 -0.4099 0.136 -0.036 0.018
O -2.6489 -0.0223 -0.3977 0.266 0.059 0.020
H 2.1082 -0.4554 -0.0918 -0.126 0.011 0.357
H 2.5874 1.0274 0.8992 0.075 0.189 -0.214
H 0.4865 -1.0409 0.7920 -0.594 -0.421 -0.152
H -1.1625 -1.4056 0.2425 0.081 0.103 -0.056
H 0.1864 -1.6731 -0.7132 -0.133 0.093 0.023
H -1.8524 1.8669 -0.4964 -0.003 -0.184 0.075

---

(5)
6
Properties=species:S:1:pos:R:3:forces:R:3 method="wB97M-V/def2-TZVPD" max_force_ev_per_a=3.446 lumo_energy_ev=0.68 total_energy_ha=-375.6454 de_lowest_kcal_mol=11.4 gap_ev=9.776
C -0.3826 -0.6077 -0.2438 -1.379 -0.481 1.537
C -0.0467 0.5673 0.2643 1.633 -2.454 -1.786
I 1.9602 0.9813 0.1845 1.191 0.414 0.339
H -1.3902 -1.0524 -0.2817 0.282 0.800 -0.227
H 0.3904 -1.3324 -0.2877 0.586 -0.616 -0.549
H -0.5310 1.4438 0.3643 -2.313 2.338 0.687

---

(6)
57
Properties=species:S:1:pos:R:3:forces:R:3 method="wB97M-V/def2-TZVPD" max_force_ev_per_a=0.902 lumo_energy_ev=0.27 total_energy_ha=-1904.3380 de_lowest_kcal_mol=66.2 gap_ev=8.615
C -1.5482 -7.2985 -0.7805 -0.046 0.081 0.110
C -2.5033 -6.1306 -0.5305 0.126 -0.167 -0.031
C -2.3882 -5.0879 -1.6037 -0.080 0.102 0.112
C -2.8574 -5.3613 -2.8848 -0.004 0.049 0.013
C -2.7869 -4.4226 -3.8960 -0.021 -0.026 -0.006
C -2.2550 -3.1702 -3.6386 0.045 0.088 -0.012
C -1.7797 -2.8765 -2.3743 -0.057 0.022 -0.034
C -1.8335 -3.8304 -1.3641 -0.200 -0.251 -0.632
N -1.3285 -3.5244 -0.0695 0.855 -0.084 0.013
C -2.0399 -2.5797 0.7687 -0.070 0.281 0.493
C -1.6013 -1.1249 0.5618 -0.117 -0.124 0.112
O -2.1867 -0.3635 -0.1813 -0.084 0.207 -0.115
N -0.4847 -0.8197 1.2767 -0.101 -0.270 0.327
N 0.2324 0.3295 1.3194 0.440 0.394 0.029
C -0.1712 1.4292 0.8154 -0.679 -0.533 -0.253
C 0.6613 2.6136 0.9149 0.642 0.578 0.196
C 1.8885 2.5884 1.5732 -0.224 0.031 -0.149
C 2.6550 3.7348 1.6520 -0.003 0.215 -0.132
C 2.2057 4.9126 1.0811 -0.318 -0.104 0.031
O 2.9622 6.0784 1.0865 -0.099 -0.096 -0.434
C 3.4889 6.5093 2.2358 0.184 0.298 0.280
O 3.3519 6.0160 3.3174 -0.052 -0.131 0.235
O 4.2004 7.6062 1.9721 -0.221 -0.190 -0.503
C 4.8145 8.2198 3.0976 0.075 -0.011 0.380
C 0.9671 4.9635 0.4153 0.430 0.132 0.202
O 0.6127 6.1661 -0.0981 0.288 -0.044 0.159
C -0.6085 6.2678 -0.7914 -0.202 0.013 -0.105
C 0.2109 3.8037 0.3387 0.006 -0.109 0.033
S 0.2873 -3.7606 0.1832 0.372 0.112 -0.323
C 1.1979 -2.6221 -0.8971 -0.528 -0.572 0.456
O 0.6308 -5.0810 -0.2395 -0.033 0.027 -0.236
O 0.5366 -3.3963 1.5540 -0.042 0.103 0.115
H -1.7334 -7.7500 -1.7523 -0.013 -0.085 -0.090
H -1.6801 -8.0579 -0.0136 0.017 -0.128 0.040
H -0.5233 -6.9406 -0.7465 0.026 -0.106 -0.044
H -3.5325 -6.5007 -0.5091 0.016 0.070 0.062
H -2.2720 -5.6854 0.4372 -0.131 -0.049 0.003
H -3.2970 -6.3280 -3.0828 -0.038 -0.123 -0.016
H -3.1594 -4.6606 -4.8811 -0.036 -0.025 -0.082
H -2.2135 -2.4231 -4.4165 0.003 0.068 -0.060
H -1.3923 -1.8922 -2.1593 0.057 0.096 0.033
H -3.1033 -2.6539 0.5298 0.190 0.026 0.028
H -1.8713 -2.8726 1.8078 -0.179 0.084 -0.051
H -0.0092 -1.5884 1.7542 -0.271 0.367 -0.153
H -1.1228 1.5469 0.3017 0.009 -0.180 0.046
H 2.2232 1.6657 2.0165 0.077 -0.079 0.062
H 3.6041 3.7257 2.1634 0.065 0.020 0.042
H 5.4938 7.5217 3.5907 -0.040 0.078 -0.044
H 5.3606 9.0744 2.7077 -0.033 -0.047 0.012
H 4.0588 8.5426 3.8162 0.068 -0.008 -0.060
H -1.4596 6.0388 -0.1423 0.033 -0.007 -0.028
H -0.6292 5.6113 -1.6668 -0.003 0.010 0.037
H -0.6730 7.3044 -1.1172 -0.041 -0.088 0.003
H -0.7444 3.8065 -0.1625 -0.102 0.041 -0.070
H 1.0050 -2.9202 -1.9190 -0.034 -0.041 -0.167
H 0.8944 -1.6008 -0.7135 -0.090 0.175 0.064
H 2.2453 -2.7525 -0.6569 0.165 -0.093 0.098